Formula: C12H16N2O9
Source: the Open Molecules 2025 dataset
Level of theory: ωB97M-V/def2-TZVPD

* multiplicity: 1
* SMILES: O=C(O)/C=C(\CC(=O)C(=O)O)C(=O)O.CNC(=O)CNC(C)=O
* E: -34112.0168 eV
* ΔE to the lowest compared entry with this formula, charge and spin: 0.0 kcal/mol
* Kohn-Sham gap: 8.77 eV
* charge: 0

Each line ends with the Löwdin charge.
Element x y z (Å)
O  -0.656  -2.062  2.320  0.11
O  3.366  -4.579  -2.032  0.11
O  -0.447  -0.421  -2.477  0.11
O  1.866  3.278  -1.247  0.04
O  -2.151  -2.353  -0.768  0.15
O  -1.746  1.338  2.508  0.05
O  -2.885  -2.272  1.955  0.14
O  3.022  -3.253  -0.239  0.11
O  -0.595  -2.155  -3.926  0.14
C  -1.591  -2.197  1.538  -0.41
C  2.744  -3.687  -1.490  -0.51
C  -0.214  -1.584  -2.762  -0.48
C  0.883  2.694  -0.822  -0.57
C  -1.262  -2.294  0.082  -0.25
C  -0.811  1.864  1.919  -0.49
C  1.706  -3.030  -2.284  0.09
C  0.576  -2.377  -1.807  -0.07
N  -0.405  3.112  2.195  0.02
N  1.014  1.804  0.160  0.07
C  -0.488  3.014  -1.384  0.02
C  0.221  -2.411  -0.324  -0.04
C  -1.027  3.981  3.193  -0.05
C  -0.060  1.070  0.844  -0.07
H  -2.874  -2.097  2.909  0.14
H  3.767  -3.802  0.054  0.14
H  -1.118  -1.478  -4.381  0.14
H  1.884  -3.043  -3.355  0.14
H  0.381  3.472  1.675  0.13
H  1.964  1.627  0.447  0.15
H  -1.137  3.394  -0.598  0.08
H  -0.918  2.114  -1.818  0.07
H  -0.380  3.768  -2.162  0.09
H  0.774  -1.605  0.160  0.12
H  0.564  -3.352  0.112  0.14
H  -1.974  4.365  2.809  0.09
H  -1.226  3.416  4.106  0.09
H  -0.368  4.818  3.429  0.08
H  0.386  0.214  1.348  0.12
H  -0.786  0.708  0.116  0.12